No. 1
A structure of composition C17H22IrN4O5. Source: OMol25; level of theory: the ωB97M-V functional and the def2-TZVPD basis.

Structure (XYZ):
```
49
Properties=species:S:1:pos:R:3:forces:R:3
Ir 12.076343 8.298520 4.939283 0.335 0.664 0.555
O 7.124000 12.084198 5.059903 -0.703 0.157 -0.369
C 8.184480 11.295084 5.042290 2.634 -1.592 0.164
C 8.110550 9.942277 4.681061 1.164 0.276 0.818
C 9.267362 9.140988 4.735289 -1.933 -0.084 -0.991
N 10.427028 9.641657 5.075720 0.606 -0.604 -0.062
C 10.564552 10.913198 5.456705 -1.449 0.385 -0.290
C 9.482640 11.776890 5.418769 -1.083 0.260 -0.223
C 11.926363 11.288290 5.908667 1.386 0.349 0.384
O 12.162671 12.476692 6.111582 -0.092 -0.410 0.083
O 12.775727 10.309464 6.028785 -0.749 0.107 -0.181
C 9.205063 7.645298 4.241401 -2.779 1.599 -0.240
O 8.076509 7.279990 3.895656 1.195 -0.006 0.374
O 10.290689 7.029424 4.199965 1.527 -0.487 0.225
H 6.399509 11.563029 4.669225 0.029 0.496 0.277
H 7.178883 9.484884 4.462211 -0.637 -0.480 -0.394
H 9.563885 12.838512 5.639892 0.343 -0.300 0.207
C 14.385378 5.818457 3.286167 -0.304 1.154 0.562
C 13.668184 5.567053 4.589734 0.085 -0.213 1.990
C 14.542920 4.785390 5.631997 2.124 2.008 -0.295
C 12.399131 4.769342 4.384293 -0.616 0.783 0.441
N 13.317748 6.888308 5.133441 0.229 -1.155 -0.644
H 14.454974 4.903977 2.768308 0.495 -1.081 -0.745
H 15.331218 6.322412 3.448271 0.358 -0.233 -0.029
H 13.779614 6.503224 2.711420 -0.209 0.122 -0.392
H 15.057785 3.902303 5.231803 -0.472 0.147 -0.225
H 14.045670 4.517860 6.549222 -0.526 -0.031 0.130
H 15.398697 5.496112 5.929821 -1.102 -1.000 -0.297
H 12.623445 3.839601 3.932690 0.294 -1.152 -0.292
H 11.690964 5.273175 3.771207 -0.374 0.535 -0.859
H 11.836852 4.644146 5.303268 0.247 -0.301 0.377
N 13.422644 9.137071 3.155338 -2.094 -2.198 -0.613
C 13.849879 10.146523 3.499863 1.862 1.068 0.599
N 14.633646 11.073327 3.920129 0.310 0.135 0.016
C 15.737135 10.662914 4.850959 -0.047 2.661 0.970
C 16.972039 11.607239 4.590727 -0.160 -2.522 -1.581
C 16.587720 13.041281 4.575345 -0.688 0.632 0.572
C 15.486133 13.316670 3.562043 -0.142 0.031 -0.416
C 14.229611 12.477388 3.793020 0.093 1.011 0.036
H 15.906482 9.624427 4.788247 0.355 -1.160 -0.717
H 15.387659 10.787743 5.918387 0.115 0.274 -1.063
H 17.517955 11.366054 3.609492 -1.238 0.120 0.882
H 17.761864 11.363555 5.274944 0.140 0.094 0.933
H 17.508349 13.543092 4.346206 0.207 0.902 -0.184
H 16.233513 13.377145 5.551515 0.176 -0.044 0.230
H 15.886617 13.044415 2.617931 0.400 -0.416 -1.230
H 15.226822 14.368185 3.419418 -0.030 0.009 0.572
H 13.472009 12.621743 2.956932 0.993 -0.456 1.036
H 13.786992 12.788068 4.740680 -0.272 -0.056 -0.104
```
Forces are in eV/Å.

Values from the calculation:
- E_HOMO (spin up / spin down): -7.93 / -9.49 eV
- Expectation value of S²: 8.771
- E_LUMO (spin up / spin down): 0.147 / -2.033 eV
- Multiplicity: 6

=====

No. 2
A cluster of 2 separate species, C4H11N3O2 in total. Source: OMol25; level of theory: the ωB97M-V functional and the def2-TZVPD basis.

Structure (XYZ):
```
20
Properties=species:S:1:pos:R:3:forces:R:3
H 1.022362 2.218664 -0.429245 -0.205 0.732 -0.285
N 0.333251 1.504942 -0.279866 -0.861 -1.703 0.632
C -0.842209 1.654039 -0.762268 2.588 1.916 -1.162
N -1.798932 0.671018 -0.735872 -1.891 -1.064 0.491
N -1.085914 2.694653 -1.683251 0.114 -0.718 -0.473
C -0.022703 3.165945 -2.554420 1.495 1.444 3.442
H -1.558013 -0.153477 -1.264362 -0.068 0.109 0.148
H -2.414150 0.497244 0.050144 0.595 0.159 -0.074
H -1.842770 3.349231 -1.570354 -0.266 -0.502 0.019
H 0.705457 2.432244 -2.880136 -0.608 -0.664 -0.330
H 0.667919 3.858188 -1.922301 -0.910 -0.398 -1.302
H -0.509976 3.701674 -3.319604 -0.013 0.647 -1.157
C -0.281260 -1.805268 1.239707 -0.938 1.192 -1.626
C 0.865642 -2.603140 1.750608 1.171 -0.001 -1.353
O 0.943333 -3.326589 2.691111 -0.602 -0.014 0.287
O 1.976111 -2.478553 0.944257 0.387 -0.167 0.436
H -1.158284 -2.335011 0.864233 -0.141 -0.673 1.214
H -0.116901 -1.286159 0.274001 0.983 -0.042 0.636
H -0.525173 -0.988178 1.907397 -0.369 -0.172 0.390
H 1.981426 -1.689445 0.388715 -0.460 -0.080 0.066
```
Forces are in eV/Å.

Values from the calculation:
- E_HOMO: -8.99 eV
- Relative energy (zero: lowest compared OMol25 entry of this formula, charge and spin): 54.20 kcal/mol
- E_LUMO: 0.512 eV

=====

No. 3
A structure of composition C25H26BrKN4O4S. Source: OMol25; level of theory: the ωB97M-V functional and the def2-TZVPD basis.

Structure (XYZ):
```
62
Properties=species:S:1:pos:R:3:forces:R:3
K 0.127841 0.180510 0.331057 -0.080 0.063 0.007
C -2.337815 -0.541451 -2.273579 0.014 0.008 -0.014
O -1.083973 -1.062996 -1.837999 0.025 -0.027 -0.013
C -0.546751 -2.104214 -2.526273 -0.011 -0.002 -0.019
C -1.127141 -2.716584 -3.620774 0.005 0.021 0.027
C -0.454271 -3.765573 -4.242753 0.007 -0.026 -0.022
Br -1.258168 -4.584208 -5.749735 0.005 0.001 0.004
C 0.760217 -4.219772 -3.790826 -0.008 0.009 0.006
C 1.339364 -3.615031 -2.669974 -0.004 0.018 0.016
C 0.698112 -2.550531 -2.056150 0.009 -0.010 -0.001
O 1.196738 -1.875194 -0.981420 -0.029 0.000 -0.028
C 2.635288 -4.112436 -2.183770 -0.002 0.004 0.014
N 3.563161 -4.618789 -2.941610 -0.001 0.001 -0.009
C 4.592112 -4.965631 -2.078304 0.011 -0.010 -0.010
C 5.830586 -5.543165 -2.353891 -0.013 0.003 0.000
C 6.677547 -5.786978 -1.291505 0.002 -0.003 -0.009
C 6.313104 -5.464890 0.025324 -0.006 0.004 0.011
C 5.092965 -4.885389 0.316482 0.013 -0.009 -0.007
C 4.247966 -4.645121 -0.760801 -0.014 0.029 0.023
N 2.991605 -4.072945 -0.849467 0.023 -0.031 -0.004
H -2.266172 -0.174754 -3.299783 0.004 -0.003 0.000
H -2.561938 0.282687 -1.599564 -0.010 -0.008 0.007
H -3.115297 -1.305482 -2.208634 -0.005 0.004 0.007
H -2.082516 -2.388981 -4.000847 -0.001 -0.002 -0.001
H 1.281874 -5.032658 -4.273927 -0.009 -0.002 -0.007
H 2.148313 -2.004605 -0.870973 0.005 0.039 0.048
H 6.105001 -5.788792 -3.370823 0.004 -0.001 0.001
H 7.644760 -6.236754 -1.472816 0.001 0.000 0.003
H 7.004737 -5.673757 0.830840 0.003 -0.002 -0.003
H 4.814779 -4.633550 1.331566 -0.006 0.003 -0.002
H 2.364846 -3.913386 -0.077612 -0.012 0.004 -0.011
O -1.935237 1.641710 0.375229 0.027 -0.004 0.011
N -2.217200 2.714833 1.072241 0.000 -0.014 -0.025
C -3.491238 3.175723 1.006499 -0.014 -0.002 0.001
C -3.911704 4.279658 1.692000 0.019 0.042 0.025
C -2.985632 4.958336 2.488030 -0.012 -0.036 -0.025
C -1.699034 4.489989 2.544208 -0.016 -0.001 -0.009
C -1.271624 3.349808 1.833597 0.088 0.047 0.062
S 0.361682 2.818835 1.916421 -0.089 -0.060 -0.069
H -4.124773 2.583193 0.365185 0.010 -0.013 0.005
H -4.939200 4.600101 1.602148 -0.001 -0.001 0.002
H -3.273989 5.836918 3.049151 -0.004 0.003 -0.002
H -0.947306 4.983711 3.142258 -0.009 0.008 0.006
O 2.467077 -0.722232 1.269435 0.065 -0.052 0.003
C 3.252216 -0.016614 1.912510 0.023 0.031 0.002
C 4.742935 -0.056493 1.671602 0.021 0.007 0.001
C 5.247938 1.211842 0.934914 -0.009 0.020 0.015
C 4.311717 2.420388 1.009156 0.010 0.006 0.003
C 4.068171 2.968620 2.414369 -0.012 -0.023 -0.023
C 3.681131 1.880819 3.423344 -0.009 0.014 0.004
N 2.827465 0.848920 2.850638 -0.034 -0.016 -0.041
H 4.952410 -0.949232 1.086084 -0.005 -0.008 0.009
H 5.250485 -0.165389 2.631035 0.002 -0.016 -0.004
H 5.398364 0.963641 -0.116569 -0.003 -0.004 -0.002
H 6.228872 1.485146 1.330828 0.005 -0.009 -0.006
H 3.346198 2.162890 0.562433 0.008 -0.008 -0.002
H 4.718704 3.218135 0.384905 -0.002 0.000 0.001
H 3.267482 3.708071 2.359073 0.009 0.010 0.016
H 4.962805 3.476223 2.785749 0.000 0.009 -0.005
H 3.137810 2.319305 4.258588 0.006 -0.009 0.006
H 4.570279 1.405766 3.839481 0.004 0.003 0.002
H 1.826830 1.020273 2.876902 0.001 -0.003 0.020
```
Forces are in eV/Å.

Values from the calculation:
- E_HOMO: -7.10 eV
- Relative energy (zero: lowest compared OMol25 entry of this formula, charge and spin): 0.00 kcal/mol
- E_LUMO: 0.151 eV

=====

No. 4
A structure of composition C30H43BiN8P2. Source: OMol25; level of theory: the ωB97M-V functional and the def2-TZVPD basis.

Structure (XYZ):
```
84
Properties=species:S:1:pos:R:3:forces:R:3
Bi -0.450347 -1.748694 -1.220075 0.255 -0.304 0.171
N 4.367966 -3.961702 7.575086 -0.034 0.019 -0.045
C 3.887196 -3.621589 6.589049 0.131 -0.098 0.233
C 3.289488 -3.193927 5.359784 -0.038 0.067 -0.252
C 2.579700 -4.101728 4.575328 -0.029 0.022 0.013
C 2.000262 -3.674310 3.394151 0.052 0.065 -0.004
C 2.119630 -2.348161 2.986714 0.000 0.020 0.005
C 2.841852 -1.451608 3.765907 0.025 -0.035 -0.053
C 3.432666 -1.871445 4.945777 -0.021 -0.012 0.077
C 1.449117 -1.915222 1.725417 -0.359 0.220 0.346
C 2.134642 -2.200131 0.504325 0.292 -0.169 -0.142
C 3.436877 -2.659581 0.362228 -0.211 0.045 0.055
C 3.710820 -2.756794 -1.011051 -0.096 -0.033 -0.090
C 2.571617 -2.372078 -1.678278 0.112 -0.019 -0.259
N 1.608126 -2.013063 -0.780821 -0.129 0.316 0.200
C 0.235579 -1.313931 1.822806 0.568 -0.185 -0.160
C -0.436607 -0.893981 3.044026 -0.244 0.034 0.062
C -1.552286 -0.232896 2.739820 -0.016 -0.189 0.007
C -1.680118 -0.125742 1.243775 -0.148 0.099 0.004
N -0.582767 -0.964513 0.740735 -0.050 0.057 -0.051
H 2.481131 -5.129944 4.894683 0.012 0.006 0.030
H 1.445467 -4.370869 2.778180 0.005 -0.027 0.021
H 2.950571 -0.423753 3.442061 0.005 0.001 -0.002
H 4.003858 -1.182685 5.552921 -0.012 0.007 0.006
H 4.117261 -2.859398 1.173521 -0.015 -0.002 0.019
H 4.638249 -3.065660 -1.463579 -0.008 0.004 -0.029
H 2.390200 -2.323025 -2.741581 0.020 -0.005 0.003
H -0.051721 -1.101361 4.030511 -0.040 -0.023 0.018
H -2.285802 0.167725 3.420162 0.068 -0.059 0.031
H -2.649098 -0.460003 0.865019 0.038 0.002 -0.010
C -3.385219 3.168921 -2.126377 0.241 -0.022 -0.018
P -1.624412 3.657122 -2.393939 -0.239 0.224 0.132
C -1.847009 5.487020 -2.473108 0.111 -0.242 0.000
C -1.490504 3.289222 -4.200507 0.204 -0.410 0.210
C -1.775387 1.810946 -4.528955 0.038 0.311 0.468
P -1.021910 0.527949 -3.393904 -0.021 0.219 -0.793
C -1.757590 -0.925982 -4.271997 -0.006 0.269 0.110
C 0.685087 0.493493 -4.083145 -0.180 -0.033 0.172
H -3.991031 3.445736 -2.989886 -0.096 -0.029 0.012
H -3.779380 3.683402 -1.251050 0.004 0.007 0.060
H -3.456139 2.094043 -1.951456 -0.098 -0.004 -0.038
H -2.716352 5.741152 -3.080350 0.000 0.043 -0.013
H -0.960715 5.944306 -2.913840 -0.006 0.035 0.034
H -1.983357 5.893412 -1.469741 0.016 -0.011 -0.045
H -0.474692 3.549831 -4.506821 -0.019 0.031 -0.045
H -2.175967 3.935986 -4.751291 -0.021 -0.045 -0.065
H -1.410301 1.574791 -5.530227 -0.072 -0.056 -0.032
H -2.850994 1.626112 -4.513778 -0.021 -0.006 -0.014
H -1.700958 -0.763377 -5.348301 0.036 -0.102 -0.024
H -2.809352 -1.019857 -3.994875 0.014 -0.062 0.000
H -1.249684 -1.859419 -4.031664 -0.014 -0.058 -0.079
H 0.642176 0.340996 -5.161648 0.081 -0.011 -0.020
H 1.274018 -0.306705 -3.628760 0.082 0.024 -0.035
H 1.183709 1.440212 -3.873644 0.032 -0.024 0.018
N 0.239115 -6.329861 -1.982381 -0.014 0.004 0.040
C 0.369714 -5.833677 -3.251474 0.015 0.215 -0.169
C 0.135262 -4.497478 -3.151480 -0.023 -0.189 -0.065
N -0.134895 -4.184925 -1.838202 -0.216 0.044 0.190
C -0.064296 -5.312909 -1.159963 0.002 0.115 0.038
H 0.339786 -7.297459 -1.720088 0.011 0.002 0.064
H 0.615575 -6.444174 -4.101839 -0.009 -0.060 0.046
H 0.138166 -3.757589 -3.934361 0.028 -0.027 -0.020
H -0.222079 -5.406830 -0.098738 0.018 -0.125 -0.011
C 0.524662 4.227710 1.417556 0.053 0.245 -0.055
N 0.210467 2.816987 1.220212 -0.091 -0.076 -0.069
C 1.172610 2.103888 0.385621 0.100 -0.083 -0.152
C -0.962275 2.271215 1.540503 -0.047 0.116 0.076
N -1.475305 1.270241 0.769434 0.189 -0.068 -0.211
N -1.676998 2.714327 2.575317 -0.016 -0.004 -0.032
C -1.082128 3.362970 3.736735 0.055 -0.019 0.193
C -3.127783 2.571305 2.634520 -0.099 0.060 -0.058
H 0.818796 4.647206 0.453955 -0.042 -0.025 -0.003
H 1.357726 4.355373 2.109411 -0.035 -0.033 0.033
H -0.336399 4.780194 1.780364 -0.009 -0.060 -0.033
H 2.173847 2.432127 0.660400 -0.023 0.019 0.012
H 1.010637 2.324394 -0.674525 -0.015 0.048 0.038
H 1.113022 1.031953 0.550630 -0.038 -0.055 0.057
H -1.146827 1.298327 -0.190233 -0.016 0.124 -0.042
H -0.000426 3.272869 3.719546 -0.027 -0.029 -0.008
H -1.454207 2.867096 4.634333 -0.005 -0.015 -0.019
H -1.361912 4.415722 3.794364 0.011 -0.011 -0.037
H -3.495731 2.173316 1.695695 -0.048 0.009 -0.029
H -3.570679 3.553550 2.807653 0.022 -0.025 0.002
H -3.435008 1.914882 3.449670 0.067 0.031 0.022
```
Forces are in eV/Å.

Values from the calculation:
- E_HOMO: -12.21 eV
- Charge: +2
- E_LUMO: -6.609 eV